DFT (ωB97M-V with the def2-TZVPD basis set) results for a cluster of 7 separate species, C4H19O9 in total at a distorted geometry.

- LUMO energy: 0.115 Ha
- Orbital gap: 9.4 eV
- Highest occupied orbital energy: -0.2287 Ha
- Total charge: -1
- E: -22886.631 eV

```
32
Properties=species:S:1:pos:R:3:forces:R:3:nbo_charge:R:1
O 0.436 -0.354 -0.766 0.27 0.00 -0.20 -0.850
C -0.633 -0.612 -1.397 0.88 -0.23 -0.12 0.785
O -0.897 -0.156 -2.527 -0.47 -0.15 -0.06 -0.769
C -1.565 -1.606 -0.692 0.11 0.09 0.48 -0.559
C -3.012 -1.129 -0.526 -0.13 1.27 -1.54 0.093
C -3.168 -0.199 0.651 0.03 0.60 0.49 -0.635
O -3.459 -0.331 -1.676 0.23 -0.64 0.32 -0.769
H -1.510 -2.597 -1.147 -0.01 0.17 -0.37 0.215
H -1.083 -1.702 0.281 -0.35 -0.23 0.19 0.230
H -3.725 -1.952 -0.586 0.18 -0.32 0.96 0.165
H -4.202 0.145 0.710 -0.10 -0.43 0.46 0.208
H -2.631 0.753 0.548 0.30 -0.31 -0.70 0.219
H -2.733 -0.580 1.578 -0.63 -0.38 0.13 0.212
H -2.783 -0.484 -2.355 0.18 0.48 -0.17 0.495
H 2.665 -1.414 -2.508 0.04 -0.37 -0.08 0.474
H 3.011 -0.511 -1.418 0.22 -0.07 0.24 0.481
O 3.355 -1.310 -1.840 -0.44 0.37 -0.37 -0.954
H 3.592 -1.837 0.230 -0.05 0.15 -0.16 0.486
H 3.150 -0.521 0.872 -0.11 0.10 0.08 0.468
O 3.830 -1.197 0.909 0.21 -0.18 0.34 -0.955
H 2.884 2.720 -0.571 -1.00 -0.13 0.30 0.489
H 2.465 2.707 1.010 -0.70 -0.34 -0.53 0.486
O 3.134 2.834 0.345 1.72 0.44 0.22 -0.975
H -0.191 0.820 4.045 0.02 0.21 -0.26 0.464
H 0.521 -0.316 3.332 -0.15 0.39 0.00 0.496
O 0.057 -0.096 4.150 0.01 -0.63 0.49 -0.964
H 0.499 1.502 -1.517 0.45 0.07 0.54 0.498
H -0.685 2.271 -1.610 -0.23 0.55 0.14 0.476
O 0.204 2.400 -1.251 -0.18 -0.56 -0.51 -0.995
H 1.044 0.279 0.865 -0.61 -0.23 -0.10 0.510
H 0.586 1.645 1.212 -0.32 0.02 -0.04 0.481
O 0.844 0.825 1.648 0.60 0.29 -0.17 -1.004
```
Positions in Å, forces in eV/Å.

***

DFT (ωB97M-V with the def2-TZVPD basis set) results for a cluster of 2 separate species, C5H10O2 in total.

- LUMO energy: 0.035 Ha
- Orbital gap: 9.5 eV
- Highest occupied orbital energy: -0.3144 Ha
- Total charge: 0
- SMILES: C/C=C\O.CC=O
- E: -9440.983 eV

```
17
Properties=species:S:1:pos:R:3:forces:R:3:nbo_charge:R:1
C 2.201 -0.059 -0.383 0.02 -0.02 -0.07 -0.641
C 1.357 -0.665 0.700 -0.12 -0.15 -0.02 -0.302
C 0.269 -1.415 0.528 0.20 0.07 0.32 0.130
O -0.346 -1.725 -0.650 0.13 0.12 -0.17 -0.696
H 2.143 1.035 -0.382 0.00 -0.16 0.03 0.230
H 1.902 -0.387 -1.384 0.06 0.05 0.14 0.197
H 3.250 -0.346 -0.249 -0.12 0.05 -0.01 0.215
H 1.655 -0.476 1.728 -0.01 -0.14 -0.11 0.207
H -0.267 -1.856 1.365 0.12 0.07 -0.08 0.177
H 0.024 -1.159 -1.342 -0.04 -0.11 0.06 0.485
C -1.911 0.887 0.629 0.10 0.05 0.03 -0.734
C -1.496 1.181 -0.782 0.19 0.04 -0.13 0.460
O -0.356 1.236 -1.184 -0.52 0.04 0.17 -0.552
H -2.634 1.637 0.965 0.05 -0.08 -0.05 0.231
H -1.045 0.853 1.292 -0.14 0.04 -0.10 0.242
H -2.413 -0.089 0.641 0.03 0.15 -0.02 0.246
H -2.333 1.348 -1.492 0.02 -0.03 0.01 0.103
```
Positions in Å, forces in eV/Å.

***

DFT (ωB97M-V with the def2-TZVPD basis set) results for a cluster of 11 separate species, C3H28N2O12 in total at a distorted geometry.

- LUMO energy: -0.010 Ha
- Orbital gap: 8.7 eV
- Highest occupied orbital energy: -0.3305 Ha
- Total charge: 0
- SMILES: NC(=O)CNCO.O.O.O.O.O.O.O.O.O.O
- E: -31116.079 eV

```
45
Properties=species:S:1:pos:R:3:forces:R:3:nbo_charge:R:1
N -0.033 0.610 -2.388 -1.03 0.21 -0.31 -0.836
C 0.958 0.675 -1.457 0.03 0.25 -0.46 0.696
O 0.847 1.356 -0.453 -0.06 -0.30 0.12 -0.684
C 2.138 -0.227 -1.750 -0.26 -1.70 -0.48 -0.339
N 2.535 -1.116 -0.652 0.88 1.04 -0.36 -0.626
C 3.642 -0.552 0.076 -0.88 -0.36 1.71 0.093
O 3.454 0.762 0.574 1.01 1.03 -0.68 -0.775
H -0.866 1.187 -2.296 0.70 0.20 0.47 0.415
H 0.100 0.318 -3.339 0.57 -0.51 0.09 0.397
H 3.014 0.297 -2.121 -0.10 0.43 0.25 0.239
H 1.842 -0.895 -2.564 -0.13 0.14 -0.11 0.209
H 1.761 -1.418 -0.078 -0.03 0.11 0.07 0.373
H 4.552 -0.542 -0.520 -0.15 0.22 -0.25 0.168
H 3.844 -1.160 0.965 -0.04 -0.45 -0.26 0.160
H 2.598 0.975 0.958 -0.32 -0.65 -0.04 0.503
O 0.396 -3.352 -2.386 0.14 0.55 -0.36 -0.952
H 0.692 -4.260 -2.307 -0.20 -0.12 0.25 0.477
H -0.365 -3.209 -1.818 -0.02 -0.38 0.12 0.477
O -1.393 2.946 -1.410 -0.31 0.05 -0.03 -0.948
H -2.219 3.324 -1.721 -0.13 0.19 0.02 0.473
H -0.797 3.697 -1.329 0.10 -0.04 0.03 0.485
O -0.083 -1.656 3.067 -0.19 -0.11 0.49 -0.944
H 0.637 -1.816 2.454 0.02 -0.05 -0.02 0.477
H 0.111 -2.168 3.857 0.20 0.06 0.06 0.469
O -0.891 -1.525 0.697 0.52 0.26 -0.66 -0.969
H -1.471 -2.288 0.770 -0.22 0.09 0.00 0.500
H -1.040 -1.192 -0.196 -0.19 -0.07 0.01 0.475
O 2.652 2.934 -1.667 0.67 0.32 -0.74 -0.961
H 3.120 2.508 -0.936 -0.29 -0.03 0.22 0.495
H 1.865 3.345 -1.313 0.00 -0.14 0.39 0.466
O 1.548 1.505 3.612 0.22 0.11 -0.07 -0.977
H 1.208 1.316 4.489 -0.08 -0.03 0.02 0.464
H 0.769 1.564 3.036 -0.15 -0.12 -0.05 0.497
O -3.296 -2.539 -0.594 0.75 -0.41 -0.03 -0.984
H -4.003 -2.959 -0.105 -0.32 0.10 -0.14 0.478
H -3.677 -1.943 -1.247 -0.41 0.17 0.29 0.502
O -0.562 1.226 1.691 -0.73 0.53 1.53 -1.006
H -0.495 1.747 0.889 0.27 -0.55 -0.42 0.507
H -0.408 0.288 1.537 -0.09 -0.03 -0.47 0.506
O -4.630 -0.077 -1.274 -0.14 -0.05 -0.01 -0.953
H -4.162 0.583 -1.785 0.11 0.19 -0.19 0.471
H -4.824 0.363 -0.440 0.04 -0.12 0.11 0.488
O -3.307 0.654 3.362 -0.05 -0.09 -0.17 -0.959
H -2.588 1.009 2.825 0.23 0.11 -0.03 0.491
H -3.175 -0.296 3.288 0.01 -0.01 0.08 0.465
```
Positions in Å, forces in eV/Å.

***

DFT (ωB97M-V with the def2-TZVPD basis set) results for an isolated molecule of C5H12O2.

- LUMO energy: 0.035 Ha
- Orbital gap: 10.8 eV
- Highest occupied orbital energy: -0.3603 Ha
- Total charge: 0
- SMILES: COC[C@@H](C)CO
- E: -9473.746 eV

```
19
Properties=species:S:1:pos:R:3:forces:R:3:nbo_charge:R:1
C 2.275 0.142 -1.201 0.12 0.01 -0.16 -0.252
O 1.690 0.436 0.054 0.14 0.03 0.05 -0.566
C 0.703 -0.473 0.527 -0.12 -0.21 0.04 -0.063
C -0.696 -0.072 0.025 0.05 0.06 -0.05 -0.279
C -1.694 -1.225 -0.144 0.01 -0.01 0.01 -0.607
C -1.274 1.041 0.909 -0.29 -0.31 -0.11 -0.046
O -0.335 2.041 1.243 0.12 0.12 -0.13 -0.732
H 2.095 -0.901 -1.498 0.04 0.18 0.08 0.171
H 1.899 0.803 -1.997 -0.03 -0.15 0.21 0.175
H 3.357 0.303 -1.109 -0.24 -0.06 -0.06 0.191
H 0.968 -1.500 0.233 -0.10 0.16 -0.05 0.170
H 0.772 -0.413 1.619 -0.17 -0.07 -0.12 0.199
H -0.531 0.349 -0.977 0.01 -0.02 0.09 0.198
H -2.559 -0.883 -0.724 0.12 -0.06 0.14 0.216
H -2.076 -1.611 0.810 0.19 0.10 -0.10 0.208
H -1.245 -2.062 -0.692 -0.06 0.17 0.11 0.211
H -2.142 1.486 0.397 0.12 -0.03 0.10 0.161
H -1.648 0.604 1.850 0.12 0.04 -0.18 0.160
H 0.441 1.935 0.674 -0.04 0.03 0.12 0.485
```
Positions in Å, forces in eV/Å.

***

DFT (ωB97M-V with the def2-TZVPD basis set) results for a structure of composition C4H7N3 at a distorted geometry.

- LUMO energy: 0.029 Ha
- Orbital gap: 10.2 eV
- Highest occupied orbital energy: -0.3463 Ha
- Total charge: 0
- E: -8729.213 eV

```
14
Properties=species:S:1:pos:R:3:forces:R:3:nbo_charge:R:1
C -1.742 -0.344 -1.439 1.38 -1.02 1.38 0.272
C 0.705 -0.862 -0.669 -1.52 -2.52 0.20 -0.200
C -0.056 1.005 -0.332 0.59 1.56 0.40 -0.239
C -0.772 -0.343 -0.269 -0.07 1.53 -3.48 0.031
N -2.437 -0.487 -2.333 -0.59 0.22 -0.62 -0.322
N 1.076 0.477 -1.017 4.23 -0.06 0.83 -0.614
N -1.376 -0.767 0.901 0.53 -1.49 -0.48 -0.833
H 1.125 -1.482 0.186 0.00 1.16 -0.58 0.178
H 0.723 -1.498 -1.548 -0.07 -0.46 0.02 0.204
H -0.376 1.788 -0.932 -1.85 1.50 -1.08 0.199
H 0.161 1.480 0.593 0.11 -0.08 1.51 0.178
H 2.068 0.776 -0.684 -2.48 -0.59 -0.72 0.366
H -0.576 -0.863 1.476 -0.43 -0.07 2.09 0.378
H -2.274 -0.406 1.152 0.17 0.32 0.54 0.402
```
Positions in Å, forces in eV/Å.